ORCA calculation (the ωB97M-V functional and the def2-TZVPD basis) on a molecular structure, C18H13BeO5P in a non-equilibrium geometry.

Cartesian coordinates (Å):
C (1.325, -0.957, -0.272)
C (-1.641, 1.645, -3.409)
H (-0.848, -1.794, 1.683)
C (-1.686, -0.151, -1.712)
Be (-0.987, 1.399, -1.795)
H (-3.526, 0.361, 4.289)
C (-0.791, 0.366, 1.506)
H (3.409, -4.086, -1.346)
O (-3.206, 2.883, -0.576)
C (-2.271, 2.323, -0.943)
H (3.152, 0.151, -0.649)
O (-2.227, 1.774, -4.391)
C (2.824, -3.214, -1.049)
C (-2.269, -0.843, 3.005)
H (4.480, -1.834, -1.264)
P (0.407, 0.590, 0.126)
C (-2.280, 1.575, 3.004)
H (-0.948, 2.533, 1.617)
C (2.675, -0.830, -0.646)
H (-0.348, -2.343, -0.150)
C (1.675, 1.486, 1.071)
H (-2.655, -1.794, 3.385)
H (1.249, 2.405, 1.489)
H (2.008, 0.840, 1.901)
O (1.515, -0.694, -4.131)
C (-2.765, 0.363, 3.507)
C (0.716, -2.218, -0.361)
H (0.988, -4.321, -0.781)
C (-1.267, -0.848, 2.023)
C (1.467, -3.342, -0.733)
O (-2.340, -1.099, -1.602)
H (-2.667, 2.522, 3.386)
H (2.530, 1.751, 0.442)
C (0.771, -0.013, -3.600)
C (3.425, -1.950, -1.008)
C (-1.308, 1.575, 2.004)
C (0.329, 2.465, -1.931)
O (1.085, 3.324, -2.091)

Computed properties:
Total charge: +2
Calculated total energy: -1425.37129 a.u.
HOMO-LUMO gap: 5.79 eV